No. 1
C3H7N5O in the gas phase at a distorted geometry, computed with the ωB97M-V functional and the def2-TZVPD basis.

The geometry in XYZ format:
```
16
Properties=species:S:1:pos:R:3:forces:R:3:mulliken_charge:R:1
O -0.31202 1.55724 -2.39212 -0.652 0.384 -0.753 -0.542
N 0.85472 -0.91840 1.60939 -0.283 0.744 -1.346 -0.888
N -2.08905 -0.78268 1.29510 0.305 -0.027 0.642 -0.425
N 2.01595 0.57938 -0.68150 2.083 0.861 -0.466 -0.502
N -1.59187 0.45958 -0.68207 0.356 0.102 -0.387 -0.760
N 0.13984 -0.24137 0.56049 -1.165 -0.439 0.550 0.331
C 0.67454 0.40479 -0.55590 -1.060 -0.592 0.490 0.137
C -0.39032 0.82093 -1.26595 0.487 -0.331 0.592 0.515
C -1.25408 -0.19677 0.37693 0.811 -0.584 1.036 0.346
H -1.64444 -1.39167 1.95808 0.077 -0.045 0.023 0.227
H -3.04047 -1.01251 1.08445 0.025 0.166 -0.457 0.241
H 1.48622 -1.58389 1.13194 -0.334 0.505 0.668 0.257
H 2.29652 0.90089 -1.59740 -0.022 -0.033 0.159 0.238
H 1.39138 -0.19911 2.12527 -0.277 -0.707 -0.470 0.270
H -1.23185 1.66726 -2.67418 0.244 0.115 -0.162 0.358
H 2.69494 -0.06368 -0.29254 -0.596 -0.119 -0.120 0.196
```
Forces are in eV/Å.

Calculated values
DFT total energy ... -467.5083 Eh
Structure (SMILES) ... Nc1nc(O)c(N)n1N
ΔE to the lowest compared entry with this formula, charge and spin ... 25.33 kcal/mol
Molecular weight ... 129.1 g mol⁻¹
E_HOMO ... -6.390 eV
Frontier orbital gap ... 7.05 eV

***

No. 2
C2H3F2NO in the gas phase at a distorted geometry, computed with the ωB97M-V functional and the def2-TZVPD basis.

The geometry in XYZ format:
```
9
Properties=species:S:1:pos:R:3:forces:R:3:mulliken_charge:R:1
F 0.12042 -1.70393 -0.80734 1.780 -1.692 -1.555 -0.294
F -1.63858 -1.07834 -0.03050 -3.090 0.340 0.557 -0.270
O 1.23997 0.00783 1.59507 -0.448 0.200 -0.063 -0.455
N -0.16659 0.58132 -0.69358 -0.937 -1.927 2.211 -0.517
C -0.40503 -0.68342 -0.14109 2.722 2.161 2.614 0.827
C 0.35119 -0.73532 1.29228 0.188 0.551 -2.298 -0.117
H -0.54994 0.59386 -1.59679 0.469 1.078 -1.500 0.211
H 0.67232 0.95739 -0.25846 -0.172 0.480 -1.113 0.254
H 0.13099 -1.62863 1.81405 -0.513 -1.191 1.147 0.361
```
Forces are in eV/Å.

Calculated values
DFT total energy ... -407.7134 Eh
Structure (SMILES) ... NC(F)(F)C=O
ΔE to the lowest compared entry with this formula, charge and spin ... 26.93 kcal/mol
Molecular weight ... 95.0 g mol⁻¹
E_HOMO ... -10.487 eV
Frontier orbital gap ... 11.03 eV